1.
Here is a structure of composition C46H33BeN6O4S2 at a distorted geometry from the Open Molecules 2025 dataset. Energies are from the ωB97M-V functional and the def2-TZVPD basis.

Output
Orbital gap: 6.127 eV
Molar mass: 806.954 g/mol
Energy: -87431.522 eV
Highest occupied orbital energy: -9.68 eV
LUMO energy: -3.6 eV

```
! RIJCOSX wB97M-V def2-TZVPD def2/J DEFGRID3
* xyz 1 1
Be 0.59 0.21 0.08
O 5.91 -1.86 3.14
N 5.48 -1.11 4.02
O 5.95 -0.99 5.19
C 4.32 -0.29 3.77
C 3.49 0.03 4.80
C 2.14 0.44 4.53
C 1.12 0.55 5.50
C -0.13 1.00 5.16
C -0.41 1.20 3.77
N 0.48 0.95 2.83
C 1.71 0.59 3.13
C 2.71 0.35 2.10
N 2.28 0.37 0.78
C 3.20 0.24 -0.22
C 4.56 0.19 0.06
C 5.02 0.03 1.35
C 4.06 0.05 2.39
H 3.89 -0.03 5.78
H 1.42 0.35 6.53
H -0.84 1.23 5.95
H -1.36 1.62 3.35
H 2.83 0.39 -1.23
H 5.27 0.16 -0.79
H 6.03 0.06 1.68
N -4.13 -4.76 0.34
C -4.34 -6.13 0.26
C -5.52 -6.83 0.25
C -5.39 -8.20 0.66
C -4.16 -8.84 0.76
C -2.97 -8.13 0.69
C -3.08 -6.73 0.50
N -2.15 -5.79 0.79
C -2.77 -4.59 0.61
C -2.03 -3.38 0.68
C -2.60 -2.13 0.53
C -1.76 -1.02 0.56
N -0.45 -1.13 0.77
C 0.10 -2.32 1.09
C -0.67 -3.46 1.08
H -4.83 -4.03 0.50
H -6.48 -6.36 0.36
H -6.23 -8.65 1.17
H -4.14 -9.91 0.81
H -1.96 -8.57 0.81
H -3.69 -1.91 0.34
H -2.21 -0.02 0.37
H 1.12 -2.37 1.36
H -0.28 -4.43 1.23
C -1.76 10.69 -0.37
C -1.51 9.21 -0.17
O -0.54 8.60 -0.66
S -2.73 8.38 0.74
C -2.09 6.79 0.53
C -1.79 6.25 -0.76
C -1.24 5.00 -0.83
C -0.99 4.26 0.33
C -1.26 4.82 1.58
C -1.80 6.11 1.71
C -0.54 2.94 0.21
C -0.11 1.79 0.22
H -1.62 10.99 -1.42
H -1.04 11.30 0.25
H -2.75 10.95 -0.02
H -2.01 6.83 -1.68
H -0.95 4.57 -1.80
H -1.07 4.27 2.49
H -1.92 6.63 2.69
O 0.72 -0.29 -1.43
S -0.08 -0.25 -2.75
C 0.85 0.92 -3.79
C 1.22 2.13 -3.20
C 2.00 3.04 -4.05
C 2.27 2.72 -5.39
C 1.92 1.49 -5.88
C 1.16 0.59 -5.13
C 0.39 -1.84 -3.36
C 1.72 -2.14 -3.27
C 2.10 -3.52 -3.19
C 1.20 -4.54 -3.37
C -0.13 -4.17 -3.65
C -0.55 -2.86 -3.64
H 0.92 2.42 -2.17
H 2.33 3.95 -3.64
H 2.83 3.42 -6.02
H 2.29 1.17 -6.87
H 0.88 -0.31 -5.58
H 2.47 -1.38 -3.16
H 3.14 -3.72 -2.91
H 1.44 -5.56 -3.10
H -0.81 -5.00 -3.91
H -1.62 -2.69 -3.73
*
```

Charges in e, computed with Löwdin, in the same order as the atoms: number 1, Be, carries -0.02; number 2, O, carries 0.09; number 3, N, carries -0.30; number 4, O, carries 0.07; number 5, C, carries -0.10; number 6, C, carries 0.08; number 7, C, carries -0.09; number 8, C, carries -0.01; number 9, C, carries -0.02; number 10, C, carries -0.08; number 11, N, carries 0.10; number 12, C, carries -0.13; number 13, C, carries -0.07; number 14, N, carries 0.12; number 15, C, carries -0.05; number 16, C, carries -0.02; number 17, C, carries 0.04; number 18, C, carries -0.07; number 19, H, carries 0.13; number 20, H, carries 0.13; number 21, H, carries 0.11; number 22, H, carries 0.13; number 23, H, carries 0.10; number 24, H, carries 0.13; number 25, H, carries 0.12; number 26, N, carries 0.17; number 27, C, carries -0.21; number 28, C, carries 0.00; number 29, C, carries -0.07; number 30, C, carries -0.10; number 31, C, carries 0.00; number 32, C, carries -0.25; number 33, N, carries 0.18; number 34, C, carries -0.24; number 35, C, carries -0.15; number 36, C, carries 0.01; number 37, C, carries -0.09; number 38, N, carries 0.03; number 39, C, carries -0.06; number 40, C, carries 0.03; number 41, H, carries 0.17; number 42, H, carries 0.10; number 43, H, carries 0.11; number 44, H, carries 0.10; number 45, H, carries 0.13; number 46, H, carries 0.14; number 47, H, carries 0.13; number 48, H, carries 0.11; number 49, H, carries 0.11; number 50, C, carries -0.07; number 51, C, carries -0.74; number 52, O, carries -0.03; number 53, S, carries 1.06; number 54, C, carries -0.55; number 55, C, carries -0.07; number 56, C, carries -0.04; number 57, C, carries -0.27; number 58, C, carries -0.02; number 59, C, carries -0.09; number 60, C, carries -0.11; number 61, C, carries 0.01; number 62, H, carries 0.09; number 63, H, carries 0.11; number 64, H, carries 0.05; number 65, H, carries 0.13; number 66, H, carries 0.12; number 67, H, carries 0.10; number 68, H, carries 0.11; number 69, O, carries -0.50; number 70, S, carries 1.16; number 71, C, carries -0.35; number 72, C, carries -0.04; number 73, C, carries -0.02; number 74, C, carries -0.07; number 75, C, carries -0.08; number 76, C, carries -0.06; number 77, C, carries -0.40; number 78, C, carries -0.06; number 79, C, carries -0.04; number 80, C, carries -0.06; number 81, C, carries -0.07; number 82, C, carries -0.07; number 83, H, carries 0.10; number 84, H, carries 0.09; number 85, H, carries 0.12; number 86, H, carries 0.12; number 87, H, carries 0.09; number 88, H, carries 0.11; number 89, H, carries 0.12; number 90, H, carries 0.11; number 91, H, carries 0.12; number 92, H, carries 0.12


2.
Here is a structure of composition C46H34F5InNO4P2S3 from the Open Molecules 2025 dataset. Energies are from the ωB97M-V functional and the def2-TZVPD basis.

Output
Orbital gap: 6.683 eV
Molar mass: 1032.738 g/mol
Energy: -127779.016 eV
Highest occupied orbital energy: -4.39 eV
ΔE to the lowest compared entry with this formula, charge and spin: 3.9 kcal per mole
LUMO energy: 2.3 eV

```
! RIJCOSX wB97M-V def2-TZVPD def2/J DEFGRID3
* xyz -1 1
In -1.72 1.87 -0.25
C -3.84 -0.14 3.37
C -3.52 0.57 2.07
S -2.05 1.54 2.14
C -4.31 0.40 1.00
C -5.52 -0.50 1.07
S -4.04 1.15 -0.57
H -3.04 0.01 4.10
H -3.95 -1.22 3.22
H -4.77 0.23 3.81
H -6.28 -0.09 1.74
H -5.26 -1.49 1.44
H -5.97 -0.61 0.08
F -2.33 8.85 -1.35
C -2.17 7.54 -1.58
C -2.37 6.62 -0.57
F -2.72 7.04 0.65
C -2.21 5.27 -0.82
F -2.43 4.43 0.19
C -1.83 4.78 -2.07
S -1.57 3.09 -2.45
C -1.64 5.74 -3.07
F -1.29 5.36 -4.30
C -1.81 7.09 -2.84
F -1.62 7.97 -3.83
O 1.70 -1.76 -0.47
C 2.92 -1.86 0.17
C 4.07 -2.06 -0.57
C 5.30 -2.09 0.07
C 5.36 -1.89 1.45
C 4.20 -1.66 2.16
C 2.95 -1.64 1.54
P 1.38 -1.27 2.45
C 1.80 0.38 3.10
C 1.15 0.84 4.25
C 1.34 2.14 4.70
C 2.15 3.01 3.98
C 2.77 2.57 2.82
C 2.59 1.27 2.38
C 1.69 -2.38 3.89
C 1.24 -3.69 3.74
C 1.45 -4.63 4.73
C 2.09 -4.27 5.91
C 2.53 -2.97 6.08
C 2.33 -2.03 5.08
C 1.17 -2.82 -1.15
C 1.69 -4.10 -1.07
C 1.09 -5.10 -1.83
C 0.01 -4.82 -2.65
C -0.50 -3.53 -2.70
C 0.06 -2.52 -1.94
P -0.48 -0.76 -1.90
C -2.12 -0.92 -2.72
C -3.05 -1.77 -2.12
C -4.33 -1.88 -2.62
C -4.72 -1.12 -3.71
C -3.82 -0.24 -4.29
C -2.52 -0.15 -3.80
C 0.59 -0.10 -3.23
C 1.49 0.91 -2.90
C 2.34 1.43 -3.86
C 2.30 0.95 -5.16
C 1.42 -0.07 -5.49
C 0.57 -0.60 -4.53
H 4.00 -2.18 -1.65
H 6.20 -2.24 -0.50
H 6.31 -1.91 1.96
H 4.25 -1.50 3.23
H 0.49 0.18 4.80
H 0.83 2.47 5.59
H 2.28 4.03 4.32
H 3.37 3.26 2.24
H 3.06 0.96 1.46
H 0.72 -3.97 2.83
H 1.10 -5.65 4.59
H 2.25 -5.01 6.69
H 3.02 -2.68 7.00
H 2.68 -1.01 5.22
H 2.52 -4.32 -0.43
H 1.49 -6.11 -1.78
H -0.44 -5.60 -3.26
H -1.36 -3.32 -3.32
H -2.76 -2.35 -1.24
H -5.04 -2.55 -2.14
H -5.73 -1.18 -4.09
H -4.12 0.38 -5.12
H -1.83 0.55 -4.26
H 1.53 1.28 -1.89
H 3.02 2.23 -3.59
H 2.96 1.36 -5.92
H 1.39 -0.46 -6.51
H -0.11 -1.40 -4.80
O 0.32 4.12 0.16
N 1.00 3.15 -0.14
O 2.18 3.21 -0.45
O 0.47 1.97 -0.02
*
```

Charges in e, computed with Löwdin, in the same order as the atoms: number 1, In, carries 0.23; number 2, C, carries -0.15; number 3, C, carries -0.78; number 4, S, carries 0.62; number 5, C, carries -0.77; number 6, C, carries -0.14; number 7, S, carries 0.61; number 8, H, carries 0.05; number 9, H, carries 0.07; number 10, H, carries 0.08; number 11, H, carries 0.08; number 12, H, carries 0.07; number 13, H, carries 0.05; number 14, F, carries 0.11; number 15, C, carries -0.14; number 16, C, carries -0.14; number 17, F, carries 0.12; number 18, C, carries -0.24; number 19, F, carries 0.03; number 20, C, carries -0.50; number 21, S, carries 0.70; number 22, C, carries -0.24; number 23, F, carries 0.07; number 24, C, carries -0.15; number 25, F, carries 0.11; number 26, O, carries -0.05; number 27, C, carries -0.28; number 28, C, carries -0.01; number 29, C, carries -0.08; number 30, C, carries -0.08; number 31, C, carries -0.07; number 32, C, carries -0.28; number 33, P, carries 1.15; number 34, C, carries -0.38; number 35, C, carries -0.13; number 36, C, carries -0.09; number 37, C, carries -0.09; number 38, C, carries -0.08; number 39, C, carries -0.09; number 40, C, carries -0.38; number 41, C, carries -0.11; number 42, C, carries -0.09; number 43, C, carries -0.10; number 44, C, carries -0.09; number 45, C, carries -0.11; number 46, C, carries -0.27; number 47, C, carries -0.01; number 48, C, carries -0.09; number 49, C, carries -0.09; number 50, C, carries -0.08; number 51, C, carries -0.26; number 52, P, carries 1.14; number 53, C, carries -0.42; number 54, C, carries -0.15; number 55, C, carries -0.10; number 56, C, carries -0.10; number 57, C, carries -0.08; number 58, C, carries -0.11; number 59, C, carries -0.35; number 60, C, carries -0.09; number 61, C, carries -0.07; number 62, C, carries -0.09; number 63, C, carries -0.09; number 64, C, carries -0.10; number 65, H, carries 0.13; number 66, H, carries 0.10; number 67, H, carries 0.10; number 68, H, carries 0.10; number 69, H, carries 0.11; number 70, H, carries 0.10; number 71, H, carries 0.10; number 72, H, carries 0.10; number 73, H, carries 0.11; number 74, H, carries 0.10; number 75, H, carries 0.10; number 76, H, carries 0.10; number 77, H, carries 0.10; number 78, H, carries 0.10; number 79, H, carries 0.12; number 80, H, carries 0.10; number 81, H, carries 0.10; number 82, H, carries 0.10; number 83, H, carries 0.12; number 84, H, carries 0.10; number 85, H, carries 0.10; number 86, H, carries 0.10; number 87, H, carries 0.09; number 88, H, carries 0.07; number 89, H, carries 0.11; number 90, H, carries 0.10; number 91, H, carries 0.10; number 92, H, carries 0.11; number 93, O, carries 0.01; number 94, N, carries -0.54; number 95, O, carries 0.03; number 96, O, carries -0.22